No. 1
72
Properties=species:S:1:pos:R:3 method="wB97M-V/def2-TZVPD" de_lowest_kcal_mol=21.0 gap_ev="6.5143 / 6.4838" charge=+1 spin_multiplicity=3
V -2.12 0.85 1.08
O 0.09 -2.06 5.15
C -0.57 -2.90 4.31
C -0.53 -4.29 4.57
C -1.38 -5.12 3.85
C -2.29 -4.64 2.93
C -2.30 -3.28 2.65
C -1.44 -2.40 3.34
C -1.43 -0.94 3.04
O -2.48 -0.55 2.15
N -0.11 -0.46 2.51
N -0.28 0.84 2.01
C 0.62 1.68 2.13
C 0.34 3.02 1.62
Br -1.50 3.44 1.44
C 1.31 3.79 1.03
C 2.71 3.53 0.92
C 3.26 4.00 -0.26
C 4.61 3.74 -0.42
C 5.39 3.04 0.57
C 4.77 2.70 1.71
C 3.43 2.97 1.97
H 0.24 -1.19 4.74
H 0.16 -4.72 5.28
H -1.42 -6.16 4.00
H -3.05 -5.30 2.52
H -3.06 -2.83 2.01
H -1.55 -0.39 3.99
H 0.03 -1.01 1.68
H 1.57 1.50 2.58
H 0.90 4.66 0.49
H 2.68 4.43 -1.02
H 5.13 4.16 -1.29
H 6.44 2.79 0.45
H 5.39 2.32 2.50
H 3.01 2.89 2.92
C 0.00 3.62 -2.10
Ge -0.89 2.04 -2.87
C -2.77 2.55 -3.50
C 0.09 1.68 -4.51
Ge -1.31 0.23 -1.36
C 0.40 -0.68 -1.02
C 0.66 -2.07 -1.20
C 1.91 -2.59 -1.02
C 2.98 -1.79 -0.66
C 2.70 -0.37 -0.46
C 1.42 0.17 -0.66
C -2.40 -1.23 -1.92
C -2.65 -1.56 -3.25
C -3.30 -2.73 -3.54
C -3.67 -3.62 -2.50
C -3.36 -3.30 -1.17
C -2.75 -2.11 -0.91
H 0.78 3.32 -1.40
H -0.69 4.23 -1.47
H 0.43 4.20 -2.89
H -3.05 3.45 -3.01
H -3.43 1.67 -3.37
H -2.76 2.71 -4.56
H -0.37 2.47 -5.16
H -0.03 0.72 -4.99
H 1.14 1.97 -4.49
H -0.15 -2.70 -1.54
H 2.11 -3.67 -1.16
H 3.95 -2.07 -0.45
H 3.42 0.32 0.02
H 1.23 1.19 -0.49
H -2.44 -0.88 -4.03
H -3.56 -2.97 -4.60
H -4.16 -4.54 -2.76
H -3.53 -4.07 -0.34
H -2.48 -1.73 0.19

No. 2
81
Properties=species:S:1:pos:R:3 method="wB97M-V/def2-TZVPD" de_lowest_kcal_mol=0.0 gap_ev="6.7301 / 6.7296" charge=+2 spin_multiplicity=1
Os 0.65 -0.12 -0.16
Cl 2.20 1.13 1.66
C 1.68 1.66 3.31
Cl -0.06 1.73 3.50
H 2.11 2.65 3.44
H 2.10 0.94 4.00
C 2.36 -0.16 -1.11
Si 1.82 1.34 -2.28
C -0.09 1.58 -2.14
N -0.62 1.43 -0.75
C -2.08 1.06 -0.77
C -2.94 2.15 -1.38
C -2.66 3.53 -0.77
C -1.73 3.39 0.43
C -0.43 2.72 0.03
C 2.72 2.86 -1.74
C 2.22 4.11 -2.13
C 2.91 5.27 -1.83
C 4.12 5.21 -1.14
C 4.64 3.98 -0.77
C 3.94 2.81 -1.07
C 2.11 0.74 -4.01
C 3.21 -0.03 -4.37
C 3.43 -0.37 -5.70
C 2.54 0.06 -6.68
C 1.44 0.83 -6.33
C 1.22 1.16 -5.00
H 3.26 0.14 -0.57
H 2.55 -1.04 -1.72
H -0.56 0.83 -2.78
H -0.36 2.56 -2.54
H -2.36 0.85 0.26
H -2.17 0.13 -1.34
H -3.98 1.85 -1.22
H -2.80 2.17 -2.47
H -3.59 4.02 -0.47
H -2.19 4.19 -1.50
H -2.22 2.83 1.24
H -1.48 4.37 0.85
H 0.17 2.51 0.90
H 0.15 3.40 -0.61
H 1.29 4.19 -2.68
H 2.51 6.23 -2.14
H 4.66 6.12 -0.92
H 5.58 3.92 -0.25
H 4.39 1.86 -0.79
H 3.93 -0.37 -3.63
H 4.29 -0.97 -5.97
H 2.71 -0.21 -7.71
H 0.75 1.17 -7.09
H 0.36 1.77 -4.76
S -0.24 -1.57 -1.79
C -0.60 -3.09 -0.98
N -1.56 -3.14 -0.03
C -1.97 -4.28 0.55
C -1.43 -5.48 0.18
C -0.44 -5.47 -0.80
C -0.02 -4.28 -1.38
H -2.00 -2.27 0.28
H -2.75 -4.17 1.30
H -1.77 -6.39 0.64
H 0.01 -6.41 -1.12
H 0.74 -4.26 -2.14
O 1.35 -3.14 6.70
N 0.23 -2.79 6.41
O -0.74 -2.76 7.13
C 0.03 -2.31 5.02
C 1.08 -2.36 4.15
C 0.88 -1.90 2.84
C -0.35 -1.36 2.41
O -0.56 -0.80 1.27
C -1.40 -1.44 3.35
C -1.23 -1.86 4.64
N -2.73 -0.98 2.91
O -3.12 -1.41 1.83
O -3.34 -0.25 3.64
N 1.95 -2.08 1.90
O 1.74 -1.84 0.67
O 2.98 -2.56 2.25
H 2.03 -2.76 4.46
H -2.05 -1.85 5.35

No. 3
72
Properties=species:S:1:pos:R:3 method="wB97M-V/def2-TZVPD" de_lowest_kcal_mol=0.0 gap_ev="5.5094 / 5.5078" charge=0 spin_multiplicity=5
C -1.17 -0.45 4.90
C -2.18 -0.18 3.92
C -2.22 -1.29 3.02
H -2.86 0.67 3.93
C -1.24 -2.25 3.44
C -0.60 -1.74 4.61
H 0.14 -2.26 5.21
H -0.99 0.13 5.80
H -2.95 -1.44 2.23
H -1.08 -3.23 3.01
Cr -0.17 -0.34 2.92
Si 0.17 -0.06 -2.66
C 0.54 1.48 -3.65
C 1.78 1.73 -4.24
H 2.63 1.07 -4.02
C 1.94 2.84 -5.09
H 2.91 3.05 -5.53
C 0.84 3.66 -5.38
H 0.96 4.50 -6.06
C -0.40 3.41 -4.78
H -1.26 4.04 -5.01
C -0.53 2.36 -3.87
H -1.47 2.22 -3.32
C 0.67 -1.52 -3.67
C 0.11 -1.60 -4.96
H -0.62 -0.85 -5.28
C 0.50 -2.61 -5.84
H 0.10 -2.63 -6.86
C 1.42 -3.58 -5.43
H 1.72 -4.39 -6.11
C 1.95 -3.52 -4.13
H 2.68 -4.27 -3.81
C 1.57 -2.51 -3.25
H 1.99 -2.45 -2.23
H -1.30 -0.17 -2.68
Si 0.50 0.07 -0.22
C -0.44 -1.52 0.17
C -1.78 -1.68 -0.24
H -2.45 -0.82 -0.34
C -2.25 -2.95 -0.59
H -3.25 -3.04 -1.03
C -1.46 -4.08 -0.41
H -1.81 -5.06 -0.74
C -0.21 -3.94 0.20
H 0.39 -4.83 0.42
C 0.28 -2.67 0.52
H 1.25 -2.59 1.02
C -0.53 1.60 0.10
C -1.86 1.57 0.56
H -2.24 0.69 1.10
C -2.72 2.64 0.30
H -3.76 2.58 0.62
C -2.26 3.78 -0.36
H -2.95 4.59 -0.63
C -0.90 3.88 -0.66
H -0.52 4.79 -1.15
C -0.03 2.83 -0.36
H 1.04 2.95 -0.54
H 1.68 0.15 -1.07
Cl 1.87 0.06 1.53
C 3.11 0.27 7.13
O 2.21 1.28 6.59
C 1.64 0.90 5.43
O 1.91 -0.13 4.81
N 0.66 1.82 5.08
N 0.20 1.71 3.70
H 2.57 -0.66 7.33
H 3.49 0.70 8.05
H 3.94 0.08 6.43
H 0.87 2.77 5.39
H 0.87 2.17 3.07
H -0.68 2.25 3.65

No. 4
72
Properties=species:S:1:pos:R:3 method="wB97M-V/def2-TZVPD" de_lowest_kcal_mol=0.0 gap_ev="7.5383 / 5.7069" charge=+2 spin_multiplicity=4
C -1.41 3.04 3.90
C -0.28 2.16 3.88
C 0.49 2.46 2.71
H -0.03 1.43 4.64
C -0.17 3.53 2.00
C -1.33 3.90 2.75
H -1.99 4.73 2.51
H -2.13 3.13 4.70
H 1.46 2.05 2.48
H 0.20 4.01 1.11
Re -1.41 1.88 2.12
Si 1.24 -1.08 -1.78
C 1.10 -2.89 -2.09
C 0.19 -3.33 -3.06
H -0.46 -2.61 -3.56
C 0.14 -4.69 -3.40
H -0.54 -5.01 -4.17
C 0.98 -5.61 -2.76
H 0.93 -6.67 -3.02
C 1.88 -5.17 -1.79
H 2.53 -5.89 -1.28
C 1.96 -3.81 -1.46
H 2.69 -3.46 -0.72
C 1.61 -0.33 -3.44
C 2.72 -0.81 -4.16
H 3.37 -1.56 -3.73
C 2.96 -0.33 -5.46
H 3.81 -0.72 -6.02
C 2.13 0.64 -6.02
H 2.33 1.02 -7.03
C 1.04 1.12 -5.29
H 0.41 1.90 -5.72
C 0.76 0.62 -4.01
H -0.11 0.98 -3.47
H 2.47 -0.91 -0.99
Si -0.66 0.24 0.38
C 0.52 1.64 -0.24
C 1.89 1.53 0.05
H 2.25 0.80 0.79
C 2.81 2.34 -0.62
H 3.87 2.25 -0.39
C 2.37 3.24 -1.60
H 3.09 3.88 -2.12
C 1.01 3.32 -1.92
H 0.67 4.00 -2.71
C 0.09 2.53 -1.23
H -0.97 2.62 -1.46
C -0.02 -1.23 1.42
C 0.95 -1.10 2.43
H 1.25 -0.11 2.79
C 1.57 -2.24 2.96
H 2.36 -2.13 3.70
C 1.17 -3.52 2.54
H 1.66 -4.40 2.96
C 0.17 -3.65 1.58
H -0.12 -4.64 1.22
C -0.46 -2.51 1.06
H -1.25 -2.63 0.31
H -0.16 -0.48 -0.93
Cl -2.56 0.00 -0.55
C -4.72 0.34 5.41
O -5.04 1.22 4.27
C -4.09 1.37 3.36
O -3.01 0.72 3.31
N -4.32 2.38 2.49
N -3.43 2.36 1.37
H -5.62 0.38 6.02
H -3.86 0.72 5.96
H -4.53 -0.67 5.05
H -5.29 2.68 2.34
H -3.73 1.70 0.65
H -3.43 3.30 0.97

No. 5
102
Properties=species:S:1:pos:R:3 method="wB97M-V/def2-TZVPD" gap_ev=11.0071 charge=0 spin_multiplicity=1
O 0.98 -3.94 -2.74
C -0.14 -4.34 -2.54
O -0.72 -4.29 -1.35
C -2.13 -4.63 -1.45
C -2.27 -5.04 -2.95
F -3.08 -4.15 -3.66
O -0.96 -4.90 -3.50
H -2.37 -5.45 -0.75
H -2.83 -3.78 -1.33
H -2.57 -6.03 -3.26
O 1.42 -3.08 3.06
C 1.78 -3.30 1.91
O 2.56 -2.42 1.20
C 2.58 -2.84 -0.14
C 2.29 -4.33 -0.04
F 3.40 -5.06 0.23
O 1.53 -4.36 1.11
H 1.88 -2.34 -0.82
H 3.57 -2.73 -0.57
H 1.80 -4.80 -0.82
O 0.42 1.41 -7.63
C -0.13 0.86 -6.71
O -1.45 0.43 -6.74
C -1.88 -0.06 -5.52
C -0.56 -0.35 -4.82
F -0.25 -1.65 -4.94
O 0.38 0.44 -5.54
H -2.58 0.62 -5.02
H -2.44 -0.98 -5.61
H -0.58 0.00 -3.81
O -2.25 -1.76 -2.13
C -1.51 -1.07 -1.52
O -0.79 -1.42 -0.44
C -0.21 -0.25 0.12
C -0.24 0.77 -1.01
F 0.97 0.76 -1.63
O -1.19 0.24 -1.86
H -0.73 0.11 1.00
H 0.81 -0.61 0.36
H -0.42 1.83 -0.78
O -2.25 1.55 2.67
C -3.05 1.25 1.83
O -4.38 1.19 2.11
C -4.95 0.51 1.06
C -3.98 0.65 -0.12
F -4.23 1.70 -0.94
O -2.79 0.99 0.56
H -4.99 -0.56 1.35
H -5.94 0.87 0.87
H -3.88 -0.20 -0.73
O 4.14 -0.02 -1.22
C 3.96 0.52 -2.24
O 4.05 1.77 -2.57
C 3.34 2.08 -3.73
C 3.32 0.68 -4.47
F 4.37 0.55 -5.27
O 3.51 -0.14 -3.31
H 2.30 2.29 -3.44
H 3.80 2.97 -4.21
H 2.44 0.51 -5.04
O -3.52 -2.63 0.98
C -2.85 -2.47 1.99
O -2.37 -1.31 2.43
C -1.63 -1.47 3.67
C -1.84 -2.92 3.94
F -2.78 -3.14 4.99
O -2.46 -3.48 2.79
H -0.61 -1.15 3.55
H -2.10 -0.86 4.41
H -0.95 -3.53 4.17
O 2.05 5.41 -0.62
C 1.60 4.70 0.25
O 0.57 4.93 1.07
C 0.76 4.06 2.21
C 1.70 2.96 1.76
F 0.93 1.84 1.46
O 2.25 3.52 0.62
H 1.17 4.56 3.11
H -0.16 3.62 2.56
H 2.49 2.78 2.49
O -2.63 5.40 -0.48
C -2.85 5.42 0.70
O -3.06 6.49 1.48
C -3.51 6.05 2.78
C -3.41 4.61 2.80
F -4.63 4.05 2.70
O -2.79 4.31 1.54
H -2.84 6.43 3.52
H -4.53 6.33 2.92
H -2.81 4.09 3.58
O 2.24 0.51 4.30
C 3.29 0.24 3.83
C 4.20 -0.88 4.26
C 5.15 -1.17 3.12
C 5.06 0.24 2.34
O 3.90 0.90 2.80
H 4.79 -0.76 5.15
H 3.61 -1.70 4.63
H 6.11 -1.38 3.57
H 4.84 -2.06 2.53
H 5.92 0.94 2.36
H 4.86 -0.10 1.30

No. 6
83
Properties=species:S:1:pos:R:3 method="wB97M-V/def2-TZVPD" de_lowest_kcal_mol=4.2 gap_ev="6.6832 / 6.2107" charge=0 spin_multiplicity=4
Ti -0.08 -0.76 0.16
C -1.93 -3.20 2.44
C -2.31 -3.03 1.01
C -3.29 -3.71 0.28
C -3.20 -3.20 -0.99
N -2.23 -2.26 -1.01
N -1.68 -2.17 0.24
B -1.47 -1.66 -2.24
N -0.08 -2.36 -2.34
C 0.31 -3.43 -3.06
C 1.37 -4.03 -2.42
C 1.58 -3.26 -1.27
C 2.60 -3.48 -0.21
N 0.72 -2.27 -1.22
N -1.26 -0.10 -2.00
C -1.07 0.80 -2.99
C -1.32 2.05 -2.49
C -1.66 1.85 -1.14
C -2.02 2.87 -0.12
N -1.63 0.56 -0.85
N -2.33 -1.81 -3.48
C -3.60 -1.37 -3.59
C -4.00 -1.53 -4.89
C -2.87 -2.08 -5.54
C -2.71 -2.47 -6.97
N -1.87 -2.23 -4.68
H -1.94 -4.26 2.72
H -2.62 -2.68 3.11
H -0.93 -2.81 2.63
H -3.97 -4.46 0.64
H -3.74 -3.43 -1.89
H -0.19 -3.66 -3.98
H 1.92 -4.89 -2.74
H 3.45 -2.81 -0.33
H 2.97 -4.50 -0.25
H 2.18 -3.30 0.79
H -0.81 0.46 -3.97
H -1.28 2.99 -3.02
H -1.15 3.16 0.48
H -2.77 2.48 0.57
H -2.43 3.76 -0.60
H -4.11 -0.96 -2.74
H -4.95 -1.29 -5.32
H -3.37 -3.29 -7.23
H -1.68 -2.78 -7.15
H -2.94 -1.64 -7.63
F 2.67 -1.73 2.89
C 2.89 -0.77 1.95
C 1.92 -0.45 1.03
C 2.31 0.50 0.13
F 1.40 0.87 -0.86
C 3.53 1.15 0.10
F 3.80 2.11 -0.80
C 4.46 0.81 1.07
F 5.64 1.44 1.12
C 4.14 -0.16 2.01
F 5.04 -0.50 2.94
C 1.29 4.44 -0.87
As 1.82 4.59 0.98
C 3.73 4.90 0.96
C 1.10 6.28 1.56
S 1.23 3.00 2.19
H 1.88 5.13 -1.47
H 0.23 4.70 -0.95
H 1.44 3.42 -1.19
H 3.94 5.87 0.52
H 4.21 4.12 0.39
H 4.07 4.87 1.99
H 1.35 7.07 0.85
H 1.52 6.51 2.54
H 0.02 6.17 1.64
Se -1.31 0.44 2.44
C -0.57 0.28 4.15
C 0.81 0.29 4.37
C 1.30 0.16 5.65
C 0.42 0.01 6.72
C -0.95 0.00 6.51
C -1.45 0.16 5.23
H 1.48 0.41 3.53
H 2.36 0.17 5.82
H 0.82 -0.11 7.72
H -1.63 -0.11 7.35
H -2.52 0.18 5.06